Record 1
{
  "formula": "C13H28BrO9P",
  "method": "the ωB97M-V functional and the def2-TZVPD basis",
  "smiles": "CC[C@@H](Br)PC.COC(=O)OC.COC(=O)OC.COC(=O)OC",
  "e_lumo_ha": 0.022,
  "energy_ha": -4104.67084,
  "homo_lumo_gap_ev": 9.5,
  "symbols": ["Br", "P", "O", "O", "O", "O", "O", "O", "O", "O", "O", "C", "C", "C", "C", "C", "C", "C", "C", "C", "C", "C", "C", "C", "H", "H", "H", "H", "H", "H", "H", "H", "H", "H", "H", "H", "H", "H", "H", "H", "H", "H", "H", "H", "H", "H", "H", "H", "H", "H", "H", "H"],
  "coordinates": [[6.01723, 1.00505, -1.71549], [4.63019, 0.58991, 1.02586], [0.43082, -2.77130, -3.41673], [0.03146, 0.88914, 1.07570], [-2.13278, 1.36398, 0.63396], [-8.27276, 1.77248, 4.22333], [-0.80522, 0.94805, -1.02025], [-6.17127, 1.86390, 3.40240], [-1.21558, -2.64095, -4.95537], [0.69621, -3.45478, -5.55300], [-7.50373, 3.68027, 3.56164], [-7.21458, 2.38805, 3.70040], [0.01123, -2.93990, -4.53347], [-2.35645, 1.50727, 2.04281], [0.49764, 0.60994, -1.50947], [-6.44529, 4.46638, 3.00137], [7.50629, 0.07607, 0.56425], [7.32195, -1.43334, 0.52431], [-8.09726, 0.36516, 4.42646], [2.04401, -3.82008, -5.23330], [6.28599, 0.92728, 0.22173], [-2.06404, -2.07225, -3.94899], [3.97323, -0.87040, 0.12465], [-0.88014, 1.05133, 0.30630], [-6.18993, 4.10765, 2.00604], [-1.73060, 2.30078, 2.44701], [-3.40846, 1.75482, 2.14897], [3.58583, -0.49413, -0.82054], [-7.27327, 0.17930, 5.11264], [1.22184, 1.37764, -1.24142], [-6.83260, 5.47893, 2.95351], [-2.13395, 0.57603, 2.56013], [-7.89669, -0.13394, 3.48043], [-2.19127, -2.76715, -3.12128], [7.83863, 0.38801, 1.55923], [6.50047, 1.96194, 0.48030], [2.60691, -2.94907, -4.90303], [-5.56262, 4.42492, 3.63683], [5.13477, -0.05831, 2.17971], [6.52651, -1.76375, 1.19209], [2.46089, -4.21704, -6.15327], [0.39722, 0.54740, -2.58884], [-1.64315, -1.14138, -3.57347], [3.13462, -1.26821, 0.69694], [8.30794, 0.34908, -0.12577], [-3.01272, -1.88843, -4.44262], [-9.03317, 0.01658, 4.85092], [4.69736, -1.65595, -0.07132], [0.81806, -0.35138, -1.11256], [2.05843, -4.57496, -4.44951], [7.09045, -1.77210, -0.48668], [8.24139, -1.92852, 0.83647]],
  "atomic_forces_ev_per_a": [[-0.032, -0.021, -0.114], [-0.142, 0.199, 0.014], [0.026, 0.019, -0.005], [-0.017, -0.013, 0.004], [0.029, -0.006, -0.015], [0.022, 0.020, -0.010], [-0.024, 0.011, 0.002], [0.013, 0.009, -0.002], [0.033, -0.007, 0.002], [-0.020, 0.009, 0.019], [0.001, -0.030, 0.005], [0.019, -0.004, -0.013], [-0.027, 0.025, 0.030], [-0.077, 0.011, 0.016], [0.067, -0.059, -0.091], [-0.010, 0.004, 0.003], [-0.011, -0.024, -0.042], [0.009, 0.006, -0.041], [-0.010, 0.005, 0.003], [-0.005, -0.001, -0.011], [0.021, -0.057, 0.200], [-0.003, -0.001, -0.011], [0.040, 0.081, -0.002], [0.011, -0.003, 0.022], [-0.001, -0.003, 0.001], [0.008, -0.004, -0.002], [0.001, -0.006, 0.010], [-0.038, -0.118, -0.048], [0.001, 0.003, -0.001], [-0.015, 0.000, 0.042], [0.008, -0.001, -0.003], [0.016, -0.001, -0.008], [0.001, 0.003, -0.001], [0.004, -0.001, 0.000], [-0.073, -0.054, 0.045], [0.077, 0.021, -0.069], [-0.002, 0.001, 0.001], [-0.001, -0.002, 0.001], [0.103, -0.083, -0.032], [0.013, 0.009, 0.019], [0.005, 0.000, 0.006], [-0.007, 0.004, 0.006], [-0.001, 0.000, 0.002], [0.005, 0.010, 0.019], [0.045, 0.082, 0.053], [0.001, 0.003, 0.008], [0.005, -0.006, -0.001], [-0.032, -0.033, -0.007], [-0.007, 0.004, 0.008], [-0.003, 0.001, 0.001], [-0.038, -0.002, 0.005], [0.015, -0.001, -0.015]]
}

Record 2
{
  "formula": "C3H11NO3",
  "method": "the ωB97M-V functional and the def2-TZVPD basis",
  "smiles": "CN(C)C=O.O.O",
  "e_lumo_ha": 0.026,
  "e_above_lowest_kcal_mol": 46.8,
  "energy_ha": -401.33851,
  "homo_lumo_gap_ev": 10.3,
  "symbols": ["O", "O", "O", "N", "C", "C", "C", "H", "H", "H", "H", "H", "H", "H", "H", "H", "H", "H"],
  "coordinates": [[0.69962, -1.58264, 0.86684], [-0.24885, -2.08171, -1.59392], [-2.93973, -1.13121, -1.19784], [0.60407, 0.79080, 0.79902], [0.07820, -0.48121, 1.03331], [-0.08426, 1.95157, 1.19493], [1.95118, 0.73251, 0.15468], [0.34026, -2.47743, -2.23852], [0.33470, 2.92853, 0.77753], [-1.20482, 1.73982, 0.90594], [-1.09322, -0.61987, 1.11517], [2.15912, 1.85969, -0.00350], [-3.39943, -0.68556, -1.89542], [0.01024, 2.02515, 2.32890], [1.87914, 0.11692, -0.78024], [-1.93208, -1.07968, -1.48771], [2.68392, 0.18058, 0.73739], [0.16193, -2.18628, -0.71655]],
  "atomic_forces_ev_per_a": [[-0.838, 3.466, 0.719], [-0.083, 0.104, -0.136], [3.327, 0.059, -0.182], [1.274, -4.740, -0.585], [-0.668, -1.755, -1.637], [-1.964, 1.143, 1.263], [-0.992, 1.679, -0.455], [0.027, -0.045, -0.004], [-0.706, -1.594, 0.167], [1.963, 1.113, 0.663], [2.051, 1.041, 0.461], [0.405, -2.138, -0.082], [-0.441, 0.395, -0.590], [-0.465, 0.341, -1.286], [-0.111, 0.983, 0.510], [-2.867, -0.557, 0.786], [0.075, 0.502, 0.471], [0.015, 0.005, -0.085]]
}

no.,HOMO (eV)
1,-8.894
2,-9.550